1.
{"formula": "C3H8N2S", "method": "ωB97M-V with the def2-TZVPD basis set", "multiplicity": 1, "homo_ev": -8.216, "energy_ha": -626.7596, "total_charge": 0, "smiles": "CC(=S)N(C)N", "homo_lumo_gap_ev": 8.87, "elements": ["C", "C", "S", "N", "C", "N", "H", "H", "H", "H", "H", "H", "H", "H"], "positions_angstrom": [[-0.4322, -1.3593, -1.3035], [0.0868, -0.4953, -0.1416], [0.7498, -1.1841, 1.1906], [-0.2446, 0.8119, -0.1719], [0.1265, 1.7941, 0.8176], [-0.8360, 1.4204, -1.2789], [-0.0808, -2.3897, -1.0057], [-0.0879, -1.0243, -2.3119], [-1.5415, -1.3039, -1.3702], [-0.3295, 1.5133, 1.7886], [-0.2582, 2.7366, 0.4687], [1.2111, 1.9059, 0.9300], [-0.2649, 1.2643, -2.1048], [-1.7687, 0.9795, -1.5246]], "forces_ev_per_angstrom": [[0.421, -0.277, 0.333], [-1.321, 0.170, -0.211], [0.474, -0.093, 0.175], [0.348, -0.003, -0.524], [0.053, -0.321, 1.152], [-1.712, -0.779, -1.588], [-0.597, 1.055, -0.921], [0.130, -0.415, 0.801], [0.613, -0.199, 0.319], [0.446, 0.267, -0.385], [-0.239, 0.208, 0.035], [-0.124, -0.349, 0.079], [0.119, 0.126, 0.030], [1.390, 0.610, 0.707]], "nbo_charge": [-0.6866, 0.1118, -0.1643, -0.2594, -0.4177, -0.6432, 0.2605, 0.2185, 0.2236, 0.2186, 0.2245, 0.2107, 0.3493, 0.3536]}



2.
{"formula": "C3H8N2S", "method": "ωB97M-V with the def2-TZVPD basis set", "multiplicity": 1, "homo_ev": -8.411, "energy_ha": -626.6611, "total_charge": 0, "smiles": "CNNC(C)=S", "homo_lumo_gap_ev": 8.94, "elements": ["C", "N", "N", "C", "C", "S", "H", "H", "H", "H", "H", "H", "H", "H"], "positions_angstrom": [[1.4621, 0.5943, -1.8981], [1.6165, 0.1837, -0.5410], [0.4168, 0.7327, 0.0278], [-0.4169, -0.1943, 0.4726], [0.0164, -1.5605, -0.1430], [-1.7099, 0.1327, 1.3129], [0.5060, 0.0779, -2.2977], [1.4885, 1.7034, -2.1743], [2.4464, 0.3280, -2.6062], [2.3771, 0.8245, -0.0602], [-0.0222, 1.8241, -0.0980], [-0.2159, -2.0248, -1.2571], [0.9568, -2.0513, 0.1067], [-0.7816, -2.2565, 0.3838]], "forces_ev_per_angstrom": [[2.200, -0.267, -4.977], [1.309, 4.891, 1.264], [-0.640, 3.294, 0.465], [1.874, -1.580, -2.957], [-3.935, -4.871, 0.648], [-2.218, 0.208, 1.365], [1.801, 0.993, 0.344], [-0.768, -1.022, 1.067], [-2.493, -0.182, 1.907], [-1.436, -1.911, -1.353], [2.165, -3.879, 0.518], [0.557, 2.532, 2.220], [0.067, 0.808, 0.255], [1.518, 0.986, -0.764]], "nbo_charge": [-0.4441, -0.4274, -0.4751, 0.0540, -0.7307, -0.0828, 0.2189, 0.1860, 0.1976, 0.3629, 0.4126, 0.2536, 0.2456, 0.2290]}



3.
{"formula": "C3H8N2S", "method": "ωB97M-V with the def2-TZVPD basis set", "multiplicity": 1, "homo_ev": -8.475, "energy_ha": -626.7347, "total_charge": 0, "smiles": "C=CN.C=NS", "homo_lumo_gap_ev": 9.35, "elements": ["C", "C", "N", "H", "H", "H", "H", "H", "C", "N", "S", "H", "H", "H"], "positions_angstrom": [[0.4796, 0.9634, 0.9837], [1.5465, 0.8652, 0.2003], [2.2754, -0.2898, -0.0050], [0.0105, 1.9103, 1.1715], [0.0647, 0.1058, 1.4871], [1.9590, 1.7383, -0.2891], [2.7574, -0.3696, -0.8846], [1.8190, -1.1383, 0.2862], [-1.4152, -1.3876, -0.5039], [-2.4847, -0.9475, -0.0060], [-3.0481, 0.5836, -0.1383], [-0.7211, -0.7942, -1.1021], [-1.1713, -2.4241, -0.3286], [-2.0720, 1.1845, -0.8712]], "forces_ev_per_angstrom": [[-0.079, 0.127, 0.057], [0.018, 0.142, 0.034], [0.152, -0.176, -0.115], [-0.048, 0.221, -0.023], [-0.061, -0.195, 0.101], [-0.003, 0.060, -0.032], [-0.020, -0.030, 0.027], [0.052, -0.107, -0.027], [0.137, 0.088, -0.182], [-0.019, -0.734, 0.260], [-0.116, 0.811, -0.189], [-0.029, 0.130, -0.006], [0.068, -0.264, 0.030], [-0.049, -0.072, 0.064]], "nbo_charge": [-0.5351, 0.0075, -0.8145, 0.2100, 0.1932, 0.1894, 0.3782, 0.3728, -0.0927, -0.5626, 0.2566, 0.1536, 0.1747, 0.0689]}